Record 1
Entry from OMol25: C13H27AlBrCl6FKLiN2O10S2 as an isolated structure (ωB97M-V/def2-TZVPD).

```
65
Properties=species:S:1:pos:R:3:forces:R:3
C 0.42888 1.22976 1.34089 -0.44 0.13 -0.75
C 0.56356 0.22076 0.16778 0.62 0.39 0.74
C 0.92452 -1.21827 0.61273 -0.64 1.21 -0.69
Br 2.38327 -1.08896 1.91511 -0.51 -0.48 -0.47
S -0.45272 -2.15184 1.36424 0.18 -2.36 1.88
O -1.05936 -1.44552 2.49217 0.08 0.74 -1.52
O 0.14053 -3.39910 1.83560 0.07 0.63 -1.06
N -1.46249 -2.49044 0.09167 -0.36 0.98 1.39
S -2.99207 -2.77271 0.60614 -1.00 -2.42 -0.75
O -3.11537 -3.82488 1.59832 0.56 1.15 0.27
O -3.79377 -3.16734 -0.57605 0.98 1.13 0.17
C -3.78441 -1.23540 1.13309 0.09 0.04 -0.30
C -3.83419 -0.42102 -0.17083 -1.04 0.38 -0.24
C -3.80208 1.11097 -0.05205 0.26 -0.38 -0.06
C -2.57374 1.59121 0.70385 -0.07 -0.36 1.06
O -2.85690 1.88713 2.08187 -0.44 -0.05 -0.34
H -0.13767 2.09174 0.97228 0.34 -0.09 0.01
H 1.41498 1.59039 1.63786 -0.24 -0.15 0.29
H -0.14148 0.81312 2.17710 0.43 -0.04 0.04
H -0.30404 0.26468 -0.50090 0.16 -0.30 0.16
H 1.41827 0.57898 -0.42378 -0.30 -0.17 -0.13
H 1.24328 -1.75925 -0.29766 -0.13 -0.13 0.83
H -3.30583 -0.74966 1.98441 0.38 -0.15 -0.34
H -4.78929 -1.51650 1.46731 0.21 -0.19 -0.18
H -4.76867 -0.72718 -0.68024 0.29 -0.01 0.09
H -3.01536 -0.74137 -0.83079 0.00 0.17 0.25
H -4.74413 1.54091 0.30821 0.21 0.01 0.07
H -3.58933 1.47158 -1.06606 -0.31 0.37 -0.34
H -2.12414 2.45551 0.21858 0.11 -0.22 0.02
H -1.90349 0.72293 0.73332 0.17 0.52 -0.50
H -2.14967 1.48250 2.59089 0.03 0.07 0.18
N -4.67033 0.30926 -3.23065 0.18 1.09 -0.16
H -4.84870 0.47802 -4.23210 -0.85 -1.72 0.51
H -3.68089 0.46845 -3.00628 0.25 -0.61 0.75
H -5.25408 0.93600 -2.65799 0.01 -0.35 0.29
H -4.92380 -0.72170 -3.00079 -0.43 -0.47 -0.38
C 4.86454 -3.83580 -0.10020 0.50 0.01 -0.07
Cl 5.51864 -2.61551 0.98152 -0.06 -0.20 -0.06
Cl 3.22913 -3.37416 -0.63077 -0.36 -0.34 1.00
Cl 5.93199 -4.06782 -1.49255 -1.65 -0.76 0.05
H 4.79180 -4.77055 0.44123 -0.12 0.03 -0.02
C 0.42770 4.40295 -2.42147 -0.16 0.17 0.22
C 0.13907 2.89949 -2.29374 0.30 0.32 -0.21
O -0.77588 2.57436 -1.48887 -0.60 -0.34 -0.46
O 0.84256 2.15365 -3.00463 -0.28 -0.32 -0.04
H -0.22377 4.98843 -1.77276 0.02 -0.04 0.02
H 1.46292 4.60412 -2.14630 0.02 -0.02 -0.12
H 0.27178 4.72310 -3.45390 0.15 -0.04 -0.03
Cl 5.70860 2.85272 2.07198 0.24 -0.05 0.13
C 6.69169 1.74907 2.99360 -0.68 0.18 -0.82
C 6.13998 0.34144 3.04416 0.10 -0.46 0.41
Cl 4.64771 0.25057 3.99068 0.17 0.17 0.03
H 6.79067 2.17253 4.01919 -0.53 -0.06 0.19
H 7.69374 1.72595 2.50488 -0.02 -0.29 -0.28
H 6.86089 -0.32858 3.52034 0.02 0.00 -0.05
H 5.93540 -0.03308 2.04391 0.05 0.20 -0.08
K 3.54619 -2.84832 -3.28554 0.28 0.28 -0.83
Al 8.79255 2.37283 4.07043 0.53 0.29 0.33
F 3.97113 4.03522 3.56311 0.16 0.00 0.12
C -5.43976 -2.70864 -3.22152 -1.16 -0.84 0.61
O -4.38530 -2.42235 -3.80977 0.28 0.63 -0.10
O -6.32945 -1.85383 -2.86631 0.92 0.66 -0.23
O -5.78923 -3.87815 -2.90384 0.35 -0.03 -0.21
Cl 8.17686 -2.79232 -1.27287 1.51 0.91 0.02
Li -3.93143 1.86991 -4.38725 1.20 1.56 -0.30
```
Forces are in eV/Å.

For the LUMO energy, the calculation gives -5.8 eV. As for the charge: 0.

Record 2
Entry from OMol25: a 6-piece molecular cluster, C13H27Br8NO4S overall (ωB97M-V/def2-TZVPD).

```
54
Properties=species:S:1:pos:R:3:forces:R:3
C -3.30811 0.23015 -6.00378 -0.63 -0.18 0.80
N -3.23392 1.26875 -4.87660 -0.11 1.15 0.97
O -2.95112 2.46367 -5.11724 -0.43 -2.87 -0.05
O -3.52412 0.86018 -3.74486 0.59 0.40 -1.61
H -2.37316 -0.31190 -6.14580 0.44 1.04 -0.33
H -3.79860 0.70240 -6.85496 0.65 -0.05 -0.04
H -3.91497 -0.59952 -5.64121 -0.47 0.50 0.26
O 0.17149 0.27972 0.84274 -0.15 0.13 0.10
S 0.04816 1.29258 -0.18183 -0.80 0.81 -0.54
O -0.30569 2.66257 0.18837 0.46 -1.11 -0.18
C 1.56254 1.22713 -1.18689 -0.58 -0.69 -0.06
C 1.06519 0.96618 -2.63325 0.54 1.08 1.22
C -0.22236 0.13763 -2.56765 0.38 -0.32 -0.96
C -1.13577 0.72087 -1.50157 1.12 0.79 0.44
H 2.06163 0.32696 -0.82814 -0.08 -0.12 0.05
H 2.27115 2.02986 -0.98296 -0.52 0.35 -0.20
H 0.78076 1.89644 -3.12499 0.41 0.23 0.03
H 1.93866 0.53916 -3.12600 -0.50 -0.29 -0.51
H 0.04852 -0.91563 -2.49433 -0.48 -0.01 0.29
H -0.67843 0.34559 -3.53556 -0.31 -0.61 -0.07
H -1.94749 0.13802 -1.06629 0.42 -0.23 -0.03
H -1.55484 1.63864 -1.91410 -0.07 0.10 0.24
Br 2.06793 -0.63994 4.56877 0.02 0.16 -0.34
C 2.45881 0.08711 2.82006 0.94 1.18 -0.88
C 3.75888 0.89259 2.87753 0.56 -0.72 0.58
Br 4.61838 1.16938 1.13891 -0.45 0.10 -0.09
H 1.70976 0.80559 2.48716 -0.47 -0.63 0.33
H 2.56702 -0.70191 2.07586 -0.28 -0.15 0.34
H 4.53621 0.32140 3.38508 -0.19 0.24 0.24
H 3.62374 1.86968 3.34137 0.07 -0.12 -0.11
Br -0.52783 -6.44198 -2.90729 0.18 0.14 -0.01
C 0.49091 -4.81517 -2.65678 1.02 1.09 -1.17
C 0.49737 -4.45100 -1.19209 0.17 0.26 -0.73
Br 1.58286 -2.71342 -0.86456 -1.10 -1.74 -0.22
H 0.11334 -4.04881 -3.33369 -0.94 0.07 0.50
H 1.47633 -4.87400 -3.11895 0.29 -0.92 0.56
H 0.95915 -5.27913 -0.65445 0.06 0.53 0.37
H -0.56030 -4.34097 -0.95266 0.34 0.56 0.78
Br -1.07082 -2.42529 5.38075 -0.86 0.87 -0.89
C -2.16101 -1.68217 3.84290 -0.44 -1.15 -0.34
C -1.45844 -2.03764 2.55118 0.78 0.43 0.83
Br -2.66062 -1.73644 1.08362 -0.33 -0.13 -0.31
H -2.45586 -0.63297 3.86161 0.53 -0.01 0.69
H -3.06481 -2.29117 3.82430 -0.05 0.15 0.60
H -1.18355 -3.09079 2.60965 0.13 0.21 -0.47
H -0.62485 -1.35772 2.37528 0.14 -0.41 -0.10
Br 2.06548 5.25251 2.85750 -0.04 -0.17 0.52
C 1.04498 4.18165 4.15398 -0.84 0.34 0.25
C -0.05299 3.47695 3.33147 1.61 -0.21 0.77
Br -0.80138 2.05028 4.50646 0.06 0.68 -0.74
H 0.64753 4.83210 4.93310 -0.16 0.36 -0.40
H 1.69987 3.53055 4.73300 0.17 -0.32 -0.74
H 0.50373 3.02912 2.50830 -0.72 -0.45 -0.02
H -0.79931 4.16216 2.92948 -0.11 -0.30 0.36
```
Forces are in eV/Å.

Its SMILES is C[N+](=O)[O-].O=S1(=O)CCCC1.BrCCBr.BrCCBr.BrCCBr.BrCCBr. For the LUMO energy, the calculation gives -0.4 eV. As for the charge: 0.